1.
This record from OMol25 describes C37H44N3O4S3SbTa as an isolated structure. The level of theory is ωB97M-V with the def2-TZVPD basis set.

Computed properties:
E_LUMO (spin up / spin down) in eV: -6.09 / -6.51
Highest occupied orbital energy (spin up / spin down) in eV: -12.270 / -12.716
<S²>: 0.756
HOMO-LUMO gap (spin up / spin down) in eV: 6.18 / 6.21
Energy relative to the best compared isomer or geometry (same formula, charge and spin) in kJ/mol: 0.00

```
! wB97M-V def2-TZVPD RIJCOSX def2/J DEFGRID3
* xyz 2 2
Ta -1.15312 0.88489 0.76464
N -4.94265 2.79814 3.02915
C -4.16913 1.52552 2.76677
C -3.36194 1.18241 4.00694
C -2.54734 -0.10157 3.83341
N -1.31028 0.06946 2.97355
C -3.43305 -1.22717 3.31798
C -4.21747 -0.84679 2.07271
N -3.24448 -0.63811 0.97589
C -5.07178 0.40253 2.31317
H -4.27826 3.56807 3.17477
H -5.54603 2.72767 3.85254
H -5.52773 3.04388 2.22644
H -3.51532 1.81468 1.95324
H -4.04885 0.99962 4.84127
H -2.71412 2.01385 4.28603
H -2.18128 -0.38503 4.82164
H -0.86840 -0.85068 2.93557
H -0.65905 0.64944 3.50586
H -4.13066 -1.49050 4.11545
H -2.84076 -2.12658 3.12374
H -4.88635 -1.67118 1.81779
H -3.72260 -0.59762 0.07752
H -2.65747 -1.47045 0.90829
H -5.82736 0.17258 3.07038
H -5.59543 0.67478 1.39241
S -2.08446 3.44428 -1.44644
Sb -1.74500 4.77413 0.57878
S -1.21171 2.99913 2.12695
S -2.83104 1.64132 -0.77181
C 2.86078 -1.50147 -4.29020
C 1.50849 -1.09820 -3.76162
C 0.39953 -1.25266 -4.78823
O 1.23888 -1.84192 -2.58395
C 0.33996 -1.08223 -1.81953
C 0.71570 0.41131 -2.18291
O 1.56180 0.25544 -3.29920
C 1.33500 1.42259 -1.18575
O 0.36316 1.40240 -0.08260
C 1.28481 2.85585 -1.72995
C 1.11003 3.14896 -3.07556
C 1.09269 4.47151 -3.50626
C 1.27079 5.50780 -2.60576
C 1.47697 5.21571 -1.26190
C 1.48209 3.89966 -0.82916
C 2.74516 1.19634 -0.65637
C 3.78332 0.88889 -1.53274
C 5.09614 0.87026 -1.08521
C 5.39544 1.18001 0.23258
C 4.36733 1.50104 1.10384
C 3.05302 1.50907 0.66365
C 0.25219 -1.67912 -0.39653
O -0.77047 -0.89456 0.25842
C 1.54020 -1.70671 0.41484
C 1.64572 -1.12464 1.66773
C 2.78918 -1.26420 2.44258
C 3.86258 -1.98891 1.95928
C 3.77356 -2.57738 0.70515
C 2.62184 -2.45316 -0.05395
C -0.34754 -3.09511 -0.42663
C -0.49213 -3.74463 0.80043
C -1.12648 -4.97278 0.88598
C -1.61958 -5.57961 -0.26306
C -1.46527 -4.94970 -1.48607
C -0.83666 -3.71169 -1.57071
H 2.82462 -2.53536 -4.63125
H 3.60842 -1.41403 -3.50405
H 3.13771 -0.86829 -5.13155
H 0.31544 -2.29599 -5.09024
H 0.63746 -0.65437 -5.66663
H -0.56371 -0.91465 -4.40312
H -0.67840 -1.20168 -2.21342
H -0.22210 0.89790 -2.48855
H 0.98634 2.35784 -3.79979
H 0.95143 4.68489 -4.55729
H 1.27702 6.53389 -2.94802
H 1.65690 6.01482 -0.55323
H 1.66466 3.68661 0.21787
H 3.57286 0.70413 -2.57273
H 5.88933 0.63091 -1.78107
H 6.42152 1.18350 0.57451
H 4.58772 1.74950 2.13421
H 2.26661 1.76294 1.36304
H 0.83796 -0.53111 2.06906
H 2.84538 -0.78991 3.41419
H 4.76109 -2.09523 2.55156
H 4.60361 -3.15384 0.31940
H 2.55317 -2.95124 -1.00793
H -0.06555 -3.30005 1.69336
H -1.21298 -5.47062 1.84303
H -2.10301 -6.54522 -0.20457
H -1.82737 -5.42422 -2.38831
H -0.71121 -3.25992 -2.54376
*
```

=====

2.
This record from OMol25 describes a 2-piece molecular cluster, C7H14N2O5P overall at a distorted geometry. The level of theory is ωB97M-V with the def2-TZVPD basis set.

Computed properties:
E_LUMO in eV: -5.51
Highest occupied orbital energy in eV: -13.093
HOMO-LUMO gap in eV: 7.58

```
! wB97M-V def2-TZVPD RIJCOSX def2/J DEFGRID3
* xyz 1 1
C 0.47468 -0.89220 -0.89714
C -0.71749 -0.90048 -0.31570
N -1.92353 -1.19173 0.53751
C -1.45347 -1.48262 1.97354
P -0.93864 -3.29378 2.20064
O -0.01567 -3.78774 1.04461
O 0.04117 -3.33811 3.63319
O -2.22419 -4.38054 2.48395
N -2.60938 -2.35731 0.12540
C -2.89319 -2.23626 -1.17039
O -3.24841 -2.38430 -2.36801
H 1.54018 -0.98635 -1.35704
H -2.54413 -0.34229 0.56230
H -2.25735 -1.14025 2.72440
H -0.50026 -0.81838 2.10637
H 0.80060 -3.95795 3.42957
H -2.95313 -4.29151 1.82131
C 1.16085 4.29437 -1.25411
C 1.67666 2.91532 -0.87552
C 2.90144 2.53824 -1.69378
O 0.64709 1.94865 -1.09006
H 0.86212 4.32459 -2.30721
H 0.27351 4.54742 -0.66657
H 1.92231 5.06036 -1.08531
H 1.92569 2.89549 0.18964
H 2.66350 2.50716 -2.76233
H 3.25469 1.53948 -1.41947
H 3.71492 3.25165 -1.53825
H 0.41943 1.95906 -2.03154
*
```

=====

3.
This record from OMol25 describes C18H18BF4N3PtSb as an isolated structure. The level of theory is ωB97M-V with the def2-TZVPD basis set.

Computed properties:
E_LUMO (spin up / spin down) in eV: -3.35 / -4.72
Highest occupied orbital energy (spin up / spin down) in eV: -12.144 / -12.975
<S²>: 2.004
HOMO-LUMO gap (spin up / spin down) in eV: 8.79 / 8.26
Energy relative to the best compared isomer or geometry (same formula, charge and spin) in kJ/mol: 0.00

```
! wB97M-V def2-TZVPD RIJCOSX def2/J DEFGRID3
* xyz 1 3
Pt -0.14677 -0.19045 -0.03613
C -2.02768 -2.39293 -1.20366
C -1.76179 -2.73032 0.22365
C -2.31471 -3.85821 0.82737
C -2.04741 -4.13179 2.14994
C -1.22350 -3.26824 2.86414
C -0.69611 -2.16198 2.22989
N -0.96604 -1.90948 0.93556
Sb 0.57495 -0.83904 3.36043
C -0.47299 0.95966 2.77192
C -0.84001 1.80743 3.79600
C -1.55493 2.96436 3.49953
C -1.87480 3.22462 2.18768
C -1.47546 2.34659 1.17739
C -1.81887 2.61788 -0.24906
N -0.78293 1.23858 1.48913
C 2.15208 -0.78614 1.88249
C 3.42447 -1.03236 2.35375
C 4.49019 -1.05392 1.45860
C 4.23658 -0.82686 0.12695
C 2.93454 -0.57034 -0.31018
C 2.65315 -0.32200 -1.75288
N 1.92296 -0.55424 0.57355
H -2.67412 -3.13583 -1.66473
H -1.10115 -2.34291 -1.77771
H -2.51061 -1.41743 -1.29549
H -2.95063 -4.50306 0.23784
H -2.47197 -5.00436 2.62855
H -0.99653 -3.45684 3.90485
H -0.57567 1.56802 4.81749
H -1.85576 3.64220 4.28716
H -2.43374 4.10757 1.91222
H -2.42161 3.51914 -0.32807
H -2.37868 1.78935 -0.68861
H -0.91986 2.74516 -0.84865
H 3.58568 -1.20982 3.40881
H 5.49644 -1.24799 1.80515
H 5.03198 -0.83788 -0.60454
H 3.56484 -0.41756 -2.33718
H 2.24524 0.67603 -1.90358
H 1.91740 -1.02661 -2.14356
F -0.39482 1.25566 -4.10494
B -0.65460 0.44989 -3.05591
F 0.06698 1.05981 -1.84656
F -1.98118 0.40341 -2.65573
F -0.10647 -0.82818 -3.15089
*
```

=====

4.
This record from OMol25 describes an isolated ion of composition C3H12BN2O2 and charge +1 at a distorted geometry. The level of theory is ωB97M-V with the def2-TZVPD basis set.

Computed properties:
E_LUMO in eV: -3.06
Highest occupied orbital energy in eV: -14.072
HOMO-LUMO gap in eV: 11.02
Energy relative to the best compared isomer or geometry (same formula, charge and spin) in kJ/mol: 17.71

```
! wB97M-V def2-TZVPD RIJCOSX def2/J DEFGRID3
* xyz 1 1
C -1.31416 -1.05427 0.65303
C -0.12084 -1.01103 -0.24563
N -0.58952 -1.26010 -1.68316
C 0.75100 0.30401 -0.37166
N 0.02212 1.22573 -1.25646
B 0.97669 0.91579 1.11212
O 1.60148 0.28922 2.15915
O 0.42409 2.12881 1.23965
H -1.94667 -0.15618 0.37087
H -1.87317 -1.96926 0.81618
H -1.11905 -0.81939 1.80514
H 0.55539 -1.81961 0.06105
H -1.46096 -1.76816 -1.79631
H 0.21955 -1.77014 -2.09982
H -0.66392 -0.27237 -1.98072
H 1.62602 0.11752 -0.97110
H -0.34488 2.16910 -0.94665
H 0.67622 1.57847 -2.00070
H 1.85536 0.62930 3.04702
H 0.72525 2.54255 2.08797
*
```

=====

no.,M (u)
1,993.7
2,237.2
3,680.0
4,119.0